(1)
{"formula": "C3H7N3O", "method": "wB97M-V/def2-TZVPD", "e_homo_ev": -8.06, "max_force_ev_per_a": 2.332, "gap_ev": 8.795, "elements": ["C", "C", "N", "N", "C", "O", "N", "H", "H", "H", "H", "H", "H", "H"], "xyz": [[0.0493, -0.3252, -0.7874], [-0.0570, 0.2013, 0.6354], [-0.8309, -0.7283, 1.4249], [-0.6585, 1.4970, 0.7369], [1.2685, -0.2611, -1.2755], [-0.9971, -1.0719, -1.2696], [2.1962, 0.0927, -2.0045], [-1.7821, -0.8240, -0.7482], [-0.3260, -1.5911, 1.5866], [-1.0505, -0.3141, 2.3233], [-0.2100, 2.1793, 0.1402], [-1.6545, 1.4686, 0.5467], [2.9583, -0.5614, -2.1643], [1.0943, 0.2382, 0.8554]]}

(2)
{"formula": "C21H35N3O7S", "method": "wB97M-V/def2-TZVPD", "e_homo_ev": -9.00, "max_force_ev_per_a": 1.092, "gap_ev": 9.661, "elements": ["C", "C", "H", "H", "O", "C", "O", "C", "H", "C", "C", "H", "H", "C", "N", "C", "O", "C", "H", "C", "H", "H", "C", "N", "S", "O", "O", "N", "C", "C", "H", "H", "C", "C", "C", "H", "H", "H", "H", "O", "C", "H", "C", "H", "O", "H", "H", "H", "H", "C", "C", "H", "H", "H", "H", "H", "H", "C", "H", "H", "H", "H", "H", "H", "H", "H", "H"], "xyz": [[-1.5240, -2.8044, 1.8203], [-2.8128, -2.0021, 1.8968], [-3.6476, -2.6419, 2.2041], [-2.7111, -1.1603, 2.5841], [-3.1381, -1.4106, 0.6352], [-3.8441, -2.1438, -0.2153], [-4.2173, -3.2694, -0.0019], [-4.1890, -1.4019, -1.5023], [-3.8195, -2.0231, -2.3250], [-5.7180, -1.3045, -1.5929], [-6.2263, -0.3339, -0.5314], [-6.0058, -0.7261, 0.4627], [-7.3067, -0.2102, -0.6165], [-5.5461, 1.0210, -0.7009], [-4.1014, 0.8988, -0.6309], [-3.4333, 1.5786, 0.3299], [-4.0220, 2.2544, 1.1550], [-1.9096, 1.5579, 0.2654], [-1.5428, 0.5559, 0.0365], [-1.2958, 1.9946, 1.5993], [-1.3441, 1.1608, 2.2981], [-1.8795, 2.8218, 2.0061], [0.1698, 2.4142, 1.3891], [0.7172, 1.8799, 0.1564], [1.0489, 0.2508, 0.2095], [0.6790, -0.3635, -1.0351], [0.5597, -0.3453, 1.4143], [2.7147, 0.3207, 0.3601], [3.3511, 0.8380, -0.8326], [4.8262, 1.1063, -0.5570], [4.9355, 1.8559, 0.2256], [5.3152, 1.4597, -1.4649], [5.5189, -0.1775, -0.0794], [4.7615, -0.7383, 1.1356], [3.2942, -0.9419, 0.7794], [2.7232, -1.2837, 1.6425], [3.2138, -1.6868, -0.0255], [4.8622, -0.0262, 1.9531], [5.2065, -1.6875, 1.4355], [5.5571, -1.1068, -1.1443], [6.8239, -1.7229, -1.1333], [7.0692, -2.0177, -2.1529], [7.7262, -0.6233, -0.5693], [8.5692, -1.0004, 0.0103], [6.8648, 0.0859, 0.2955], [8.0889, 0.0386, -1.3668], [6.8221, -2.6055, -0.4795], [2.8362, 1.7622, -1.0960], [3.2547, 0.1220, -1.6604], [0.0565, 2.3744, -1.0354], [-1.4554, 2.5392, -0.8227], [-1.6889, 3.5525, -0.4899], [-1.9817, 2.3633, -1.7609], [0.2541, 1.6432, -1.8195], [0.5170, 3.3287, -1.3151], [0.7998, 2.0436, 2.1961], [0.2681, 3.5014, 1.3348], [-3.5572, -0.0079, -1.6140], [-3.7890, 0.3862, -2.6143], [-2.4771, -0.0918, -1.5212], [-5.8128, 1.4466, -1.6771], [-5.8520, 1.7123, 0.0855], [-5.9995, -0.9473, -2.5862], [-6.1512, -2.2947, -1.4465], [-1.6274, -3.6038, 1.0903], [-1.3143, -3.2404, 2.7929], [-0.6994, -2.1553, 1.5359]]}

(3)
{"formula": "C30H23AgN8O2S", "method": "wB97M-V/def2-TZVPD", "e_homo_ev": -7.49, "max_force_ev_per_a": 0.755, "gap_ev": 7.084, "elements": ["Ag", "C", "N", "C", "N", "C", "N", "C", "C", "C", "C", "C", "C", "C", "N", "N", "C", "O", "C", "C", "C", "C", "C", "C", "N", "C", "N", "C", "N", "C", "H", "H", "H", "H", "H", "H", "H", "H", "H", "H", "H", "H", "H", "H", "H", "H", "C", "C", "O", "S", "C", "C", "C", "C", "C", "C", "C", "C", "H", "H", "H", "H", "H", "H", "H"], "xyz": [[0.3482, 1.7449, -1.5322], [5.2786, -0.2467, -3.3549], [4.3132, 0.5959, -2.6787], [3.0082, 0.7498, -2.9296], [2.4831, 1.5578, -2.0297], [3.5303, 1.8701, -1.2232], [4.6561, 1.3041, -1.5842], [5.0268, -1.7265, -3.1471], [5.4411, -2.6371, -4.1108], [5.2386, -3.9974, -3.9251], [4.6124, -4.4623, -2.7840], [4.1919, -3.5543, -1.8138], [4.4086, -2.1900, -1.9947], [3.5161, -4.0446, -0.6233], [3.1952, -5.2687, -0.3501], [2.5529, -5.2548, 0.8563], [2.5163, -4.0226, 1.2520], [3.1156, -3.1992, 0.3559], [1.9092, -3.4881, 2.4595], [1.2009, -4.3281, 3.3178], [0.5896, -3.7953, 4.4362], [0.6778, -2.4354, 4.7087], [1.3916, -1.5959, 3.8660], [1.4843, -0.1061, 4.1409], [1.0071, 0.6783, 3.0179], [1.6532, 1.0500, 1.9023], [0.8113, 1.6000, 1.0555], [-0.3771, 1.5409, 1.7162], [-0.2973, 0.9898, 2.9053], [2.0089, -2.1306, 2.7439], [6.2504, 0.0328, -2.9505], [5.2738, -0.0148, -4.4199], [2.4837, 0.2894, -3.7508], [3.4436, 2.5300, -0.3761], [5.9248, -2.2823, -5.0135], [5.5693, -4.6975, -4.6806], [4.4384, -5.5165, -2.6188], [4.0909, -1.4991, -1.2232], [1.1390, -5.3817, 3.0823], [0.0237, -4.4383, 5.0970], [0.1865, -2.0220, 5.5810], [2.5168, 0.1801, 4.3452], [0.8713, 0.1585, 4.9984], [2.7154, 0.9332, 1.7546], [-1.2923, 1.9071, 1.2801], [2.5663, -1.4953, 2.0687], [-9.8777, 5.6524, 0.1603], [-8.6231, 4.9649, -0.3079], [-7.7419, 5.4857, -0.9320], [-8.5759, 3.2454, 0.1956], [-6.8970, 2.8284, -0.2246], [-6.5422, 2.5195, -1.5293], [-5.2200, 2.2445, -1.8303], [-4.2381, 2.2636, -0.8344], [-4.6231, 2.5477, 0.4811], [-5.9417, 2.8354, 0.7833], [-2.8639, 2.0281, -1.1521], [-1.6887, 1.8583, -1.4231], [-10.2408, 6.3371, -0.6044], [-9.6251, 6.2325, 1.0495], [-10.6507, 4.9329, 0.4243], [-7.3009, 2.5056, -2.3001], [-4.9279, 2.0153, -2.8462], [-3.8787, 2.5482, 1.2662], [-6.2367, 3.0725, 1.7972]]}

(4)
{"formula": "C5H29N3O7", "method": "wB97M-V/def2-TZVPD", "e_homo_ev": -8.84, "max_force_ev_per_a": 2.527, "gap_ev": 9.138, "elements": ["N", "C", "C", "N", "C", "C", "C", "N", "H", "H", "H", "H", "H", "H", "H", "H", "H", "H", "H", "H", "H", "H", "H", "H", "H", "O", "H", "H", "O", "H", "H", "O", "H", "H", "O", "H", "H", "O", "H", "H", "O", "H", "H", "O"], "xyz": [[2.8570, -0.4561, -2.5589], [1.9684, 0.2866, -1.6806], [1.8392, -0.3378, -0.2706], [0.9818, 0.4475, 0.5744], [-0.1975, -0.3881, 0.9699], [1.5408, 0.9765, 1.8389], [2.5573, 2.1348, 1.4771], [3.9099, 1.6798, 1.1597], [2.4358, -1.3443, -2.9686], [3.6818, -0.7474, -2.0587], [1.0400, 0.4678, -2.2060], [2.2728, 1.3395, -1.5381], [2.8002, -0.6612, 0.2273], [1.3940, -1.3623, -0.4381], [0.1358, -1.1442, 1.6970], [-0.6728, -0.8823, 0.1002], [-1.0364, 0.1941, 1.3918], [2.1053, 0.0981, 2.2730], [0.6068, 1.3032, 2.3570], [2.1809, 2.7211, 0.6336], [2.4905, 2.7851, 2.3514], [4.1947, 0.9392, 1.8152], [3.9024, 1.3663, 0.1978], [1.2772, -4.0305, -0.3890], [-0.1241, -3.7002, -0.3398], [0.6578, -3.5268, -0.9446], [-1.3642, -0.4941, -2.1523], [-2.0089, 0.9863, -2.0868], [-2.1727, 0.0225, -2.1765], [-4.0649, -1.1650, 0.7426], [-4.4053, -1.8829, -0.6068], [-4.3476, -1.9897, 0.3423], [-0.1867, 1.7128, -0.8582], [-0.6861, 3.0969, -1.3503], [-0.7410, 2.1534, -1.5212], [-2.1442, -3.5089, 0.9410], [-1.7082, -4.8653, 0.4292], [-1.3344, -4.0319, 0.7611], [-3.0413, 2.9799, 2.8489], [-2.1396, 2.6023, 1.6566], [-2.3378, 3.3093, 2.2772], [-3.4758, 0.4589, -1.1148], [-4.4921, 1.5377, -1.2283], [-4.1488, 0.9195, -0.5751]]}